(1)
Computed, not measured: the molecule C6H5FO, with ωB97M-V with the def2-TZVPD basis set.

The geometry in XYZ format:
```
13
Properties=species:S:1:pos:R:3:lowdin_charge:R:1
F -1.43641 -1.25804 -0.56119 0.096
O 1.33325 -1.73834 0.26367 0.106
C 1.58346 0.65362 -0.08929 0.002
C -0.65916 -0.30130 -0.02841 -0.375
C -0.71174 1.16534 -0.32041 -0.166
C -1.27397 0.59141 0.91189 -0.021
C 0.71352 1.64483 -0.24606 -0.001
C 0.87000 -0.62294 0.07066 -0.274
H -2.36251 0.56526 0.96890 0.131
H 2.65987 0.77968 -0.12681 0.120
H -0.80538 0.91400 1.83413 0.126
H 1.00167 2.65859 -0.43206 0.109
H -1.36461 1.52583 -1.09313 0.147
```

Computed properties:
total charge	0
HOMO-LUMO gap	9.708	eV
E_HOMO	-9.67	eV
structure (SMILES)	O=C1C=C[C@@H]2C[C@]12F
ΔE to the lowest compared entry with this formula, charge and spin	18.68	kcal/mol

=====

(2)
Computed, not measured: the ion C6H5INO2 with charge -1, with ωB97M-V with the def2-TZVPD basis set.

The geometry in XYZ format:
```
15
Properties=species:S:1:pos:R:3:lowdin_charge:R:1
I 3.27018 0.80197 -0.15530 0.835
O 3.44119 -2.23003 0.61876 -0.103
O 1.40376 -2.94410 0.01607 -0.081
N -0.01063 0.62467 -1.33147 0.007
C 2.32993 -2.10820 0.10284 -0.861
C 0.33692 -0.32896 1.54584 0.124
C 1.93982 -0.73419 -0.47653 -0.629
C 0.84670 -0.50155 -1.44274 -0.359
C -0.56806 0.51912 1.14688 -0.191
C -0.55419 1.07056 -0.27741 -0.215
H -1.25441 2.00825 -0.52681 0.121
H 1.19067 -0.45479 -2.45161 0.088
H 0.44536 -1.51655 -1.52569 0.122
H 0.88270 -1.06470 2.04631 0.043
H -1.33831 0.85701 1.93595 0.098
```

Computed properties:
total charge	-1
HOMO-LUMO gap (spin up / spin down)	7.493 / 7.006	eV
E_HOMO (spin up / spin down)	-4.56 / -4.07	eV
ΔE to the lowest compared entry with this formula, charge and spin	76.84	kcal/mol

=====

(3)
Computed, not measured: a structure of composition C6H5LuN2O5S, with ωB97M-V with the def2-TZVPD basis set.

The geometry in XYZ format:
```
20
Properties=species:S:1:pos:R:3:lowdin_charge:R:1
Lu -0.22684 0.18400 -1.47056 0.813
S -0.27784 0.19073 0.84645 0.740
O -1.93338 -2.58786 -1.34367 0.250
O -1.20004 2.18483 -3.17422 0.046
O 1.80118 2.68117 -1.43876 0.270
O 1.31779 -0.99687 -4.18253 0.219
O 2.22821 -1.53876 0.58414 0.121
N -0.20930 -1.19677 3.08573 0.230
N 0.22990 1.18868 3.10109 0.201
C 0.87638 -0.64105 -3.15943 -0.020
C 1.18146 1.75289 -1.41048 -0.105
C 0.01649 0.00249 2.56946 -0.615
C 1.45265 -1.00300 -0.11092 -0.239
C -1.58612 1.11277 -2.81934 -0.362
C -1.24570 -1.68212 -1.35880 -0.096
H -0.22620 -1.22759 4.04494 0.121
H 0.36830 1.96590 2.51606 0.113
H -0.36500 -1.97534 2.51297 0.121
H 0.23268 1.22843 4.05158 0.115
H -2.43460 0.35748 -2.84372 0.075
```

Computed properties:
total charge	+2
HOMO-LUMO gap (spin up / spin down)	4.922 / 4.936	eV
E_HOMO (spin up / spin down)	-14.48 / -14.49	eV
ΔE to the lowest compared entry with this formula, charge and spin	48.23	kcal/mol

=====

(4)
Computed, not measured: a structure of composition C6H5LuO6, with ωB97M-V with the def2-TZVPD basis set.

The geometry in XYZ format:
```
18
Properties=species:S:1:pos:R:3:lowdin_charge:R:1
Lu 0.31650 -0.43195 0.32997 1.447
O 1.67708 -3.64163 0.79799 0.230
O -2.92745 -1.77719 0.51224 0.237
O 2.86363 0.09502 -2.09195 0.231
O -1.28232 0.65410 -2.63172 0.161
O 0.07725 1.30680 1.78264 -0.276
O 0.60806 -1.90702 -2.66975 0.084
C -1.85339 -1.36356 0.51345 0.021
C 2.06577 -0.06201 -1.27451 -0.004
C -0.25444 -1.46983 -1.93222 -0.368
C -0.28433 2.71309 1.73055 -0.021
C -0.60762 0.23243 -1.74806 -0.315
C 1.21867 -2.60658 0.59946 0.024
H 0.72046 1.24738 2.51119 0.122
H 0.24648 3.15029 0.88519 0.105
H -1.36637 2.66456 1.57902 0.110
H -1.18423 -2.00373 -1.57913 0.088
H -0.03376 3.19984 2.68565 0.124
```

Computed properties:
total charge	+2
HOMO-LUMO gap	5.407	eV
E_HOMO	-15.96	eV
ΔE to the lowest compared entry with this formula, charge and spin	0.00	kcal/mol

=====

(5)
Computed, not measured: the molecule C6H5N, with ωB97M-V with the def2-TZVPD basis set.

The geometry in XYZ format:
```
12
Properties=species:S:1:pos:R:3:lowdin_charge:R:1
N 0.90688 1.01183 1.16040 0.004
C -2.16775 -1.93428 -0.98227 0.108
C 0.70994 0.38021 -0.94414 -0.041
C -0.32676 -0.21300 -0.15090 -0.292
C -0.17165 0.17134 1.15751 -0.062
C 1.49559 1.09497 -0.06252 -0.125
C -1.33651 -1.11429 -0.62453 -0.101
H 1.32026 1.43208 1.95870 0.138
H -2.96188 -2.56446 -1.29451 0.012
H -0.74139 -0.08792 2.06185 0.134
H 0.86413 0.18614 -2.01570 0.113
H 2.40913 1.63738 -0.26389 0.111
```

Computed properties:
total charge	0
HOMO-LUMO gap	9.240	eV
E_HOMO	-8.33	eV
structure (SMILES)	C#Cc1cc[nH]c1
ΔE to the lowest compared entry with this formula, charge and spin	17.76	kcal/mol

=====

(6)
Computed, not measured: the molecule C6H5N, with ωB97M-V with the def2-TZVPD basis set.

The geometry in XYZ format:
```
12
Properties=species:S:1:pos:R:3:lowdin_charge:R:1
N 0.50987 -0.98803 -1.33725 0.054
C 0.57064 1.32877 -0.42765 -0.086
C -0.58718 -1.07200 -0.39858 -0.275
C -0.18612 0.25344 -1.08127 -0.267
C 1.26729 2.22405 -0.00879 0.119
C -0.63640 -1.02389 1.04586 -0.104
C -0.92694 -0.86462 2.20475 0.119
H 1.88190 3.00839 0.39514 0.031
H 1.45517 -1.02367 -0.98581 0.108
H -0.86653 0.62179 -1.84237 0.132
H -1.14548 -0.69747 3.23606 0.027
H -1.33623 -1.76675 -0.80010 0.142
```

Computed properties:
total charge	0
HOMO-LUMO gap	10.264	eV
E_HOMO	-9.21	eV
structure (SMILES)	C#C[C@@H]1N[C@@H]1C#C
ΔE to the lowest compared entry with this formula, charge and spin	94.04	kcal/mol

=====

(7)
Computed, not measured: a structure of composition C6H5NO, with ωB97M-V with the def2-TZVPD basis set.

The geometry in XYZ format:
```
13
Properties=species:S:1:pos:R:3:lowdin_charge:R:1
O 1.86284 -1.13876 -0.09042 0.016
N -0.53566 -1.78529 -0.07974 0.140
C -1.75410 0.35294 -0.04210 -0.074
C 0.49875 -1.06956 -0.07796 -0.282
C 2.05630 0.25411 0.00236 -0.120
C 0.58292 0.45525 -0.13100 -0.138
C -0.50679 1.18846 -0.08864 -0.036
C -1.67954 -1.01258 -0.03691 -0.164
H -0.39199 2.29321 -0.29305 0.128
H -2.85681 0.86219 0.21449 0.155
H -2.55577 -1.60358 0.06269 0.087
H 2.32138 0.43207 1.07171 0.132
H 2.95848 0.77154 -0.51144 0.156
```

Computed properties:
total charge	0
HOMO-LUMO gap	9.915	eV
E_HOMO	-9.06	eV
ΔE to the lowest compared entry with this formula, charge and spin	39.44	kcal/mol

=====

(8)
Computed, not measured: the molecule C6H5NO, with ωB97M-V with the def2-TZVPD basis set.

The geometry in XYZ format:
```
13
Properties=species:S:1:pos:R:3:lowdin_charge:R:1
O -0.52052 2.71778 0.98834 0.111
N -0.03609 0.68350 -0.29080 0.018
C -0.32183 1.53079 0.80531 -0.332
C 0.19512 -1.56107 -0.32586 -0.026
C 0.57135 -0.96092 -1.57311 -0.085
C 0.39305 0.40229 -1.54479 -0.067
C -0.49693 0.29005 1.69549 0.008
C -0.07542 -0.49410 0.45236 -0.204
H 0.53030 1.19541 -2.30063 0.129
H 1.08843 -1.43996 -2.37157 0.088
H -0.07679 -2.62495 -0.15546 0.118
H -1.50100 0.13753 2.10347 0.114
H 0.25033 0.12366 2.51727 0.127
```

Computed properties:
total charge	0
HOMO-LUMO gap	9.690	eV
E_HOMO	-8.85	eV
structure (SMILES)	O=C1Cc2cccn21
ΔE to the lowest compared entry with this formula, charge and spin	8.74	kcal/mol

=====

(9)
Computed, not measured: a structure of composition C6H5NO, with ωB97M-V with the def2-TZVPD basis set.

The geometry in XYZ format:
```
13
Properties=species:S:1:pos:R:3:lowdin_charge:R:1
O 1.85254 -2.20506 -0.73114 0.030
N 0.81262 0.01029 -0.11817 0.054
C 0.99434 -1.38666 -0.21823 -0.276
C -0.37823 -1.73597 0.41017 0.041
C 0.98295 1.38986 -0.27726 -0.049
C -0.24565 1.91367 -0.20267 -0.074
C -0.45210 -0.23010 0.27836 -0.303
C -1.18780 0.86566 0.16842 -0.026
H -0.77464 2.84178 -0.52089 0.119
H 2.01055 1.58374 -0.49827 0.113
H -1.07118 -2.38015 -0.04487 0.094
H -2.24082 1.20499 0.17706 0.115
H -0.30258 -1.87205 1.57746 0.160
```

Computed properties:
total charge	0
HOMO-LUMO gap	9.869	eV
E_HOMO	-9.17	eV
ΔE to the lowest compared entry with this formula, charge and spin	38.48	kcal/mol

=====

(10)
Computed, not measured: the molecule C6H5NO2, with ωB97M-V with the def2-TZVPD basis set.

The geometry in XYZ format:
```
14
Properties=species:S:1:pos:R:3:lowdin_charge:R:1
O -2.18511 -1.57456 -0.17947 0.068
O -2.33677 0.79464 0.09772 0.031
N 0.12955 -1.90999 0.25405 0.104
C 1.08012 1.16469 -0.14738 -0.093
C 1.64329 -0.07192 -0.32099 -0.074
C -1.07898 -1.10164 -0.23246 -0.269
C -1.12570 0.44306 0.09762 -0.323
C 1.34530 -1.42172 0.24560 -0.131
C -0.21948 1.40985 0.21076 -0.038
H 1.64856 1.95627 -0.22607 0.061
H -3.04081 0.00155 -0.37438 0.260
H -0.80043 2.36408 0.62245 0.183
H 2.65280 0.08091 -0.56773 0.065
H 2.28767 -2.13524 0.52029 0.157
```

Computed properties:
total charge	0
HOMO-LUMO gap	8.100	eV
E_HOMO	-8.46	eV
structure (SMILES)	O=c1nccccc1O
ΔE to the lowest compared entry with this formula, charge and spin	110.67	kcal/mol

=====

What did the tenth record say?
Computed, not measured: the molecule C6H5NO2, with ωB97M-V with the def2-TZVPD basis set.

The geometry in XYZ format:
```
14
Properties=species:S:1:pos:R:3:lowdin_charge:R:1
O -2.18511 -1.57456 -0.17947 0.068
O -2.33677 0.79464 0.09772 0.031
N 0.12955 -1.90999 0.25405 0.104
C 1.08012 1.16469 -0.14738 -0.093
C 1.64329 -0.07192 -0.32099 -0.074
C -1.07898 -1.10164 -0.23246 -0.269
C -1.12570 0.44306 0.09762 -0.323
C 1.34530 -1.42172 0.24560 -0.131
C -0.21948 1.40985 0.21076 -0.038
H 1.64856 1.95627 -0.22607 0.061
H -3.04081 0.00155 -0.37438 0.260
H -0.80043 2.36408 0.62245 0.183
H 2.65280 0.08091 -0.56773 0.065
H 2.28767 -2.13524 0.52029 0.157
```

Computed properties:
total charge	0
HOMO-LUMO gap	8.100	eV
E_HOMO	-8.46	eV
structure (SMILES)	O=c1nccccc1O
ΔE to the lowest compared entry with this formula, charge and spin	110.67	kcal/mol

=====

Number 5 is which compound? C6H5N

=====

Which value of ΔE to the lowest compared entry with this formula, charge and spin does entry 1 give? 18.68 kcal/mol